1.
ORCA calculation (wB97M-V/def2-TZVPD) on a structure of composition C26H22Br2N6O6S2Ta at a distorted geometry.

Element x y z (Å)
Ta: -0.26920 -0.03550 0.06870
Br: -2.54710 0.15300 2.90690
Br: 3.80370 1.54520 -5.86940
S: 1.85290 -1.66400 2.32910
S: 2.72700 2.41380 0.61720
O: -0.26400 1.20560 1.55740
O: -0.72100 -3.80760 -1.53150
O: 0.12020 -1.82370 -0.96430
O: -1.97260 -0.37580 -1.26230
O: 2.54340 -0.87450 -0.00420
O: 1.22210 0.45510 -1.24630
N: 3.64970 4.10370 2.40310
N: -1.48110 -1.61820 1.11270
N: -0.80560 1.94310 -0.69580
N: -0.57190 2.94950 0.16530
N: 2.66140 2.20560 3.23350
N: 5.54140 -0.66040 -2.87000
C: 0.33950 4.75580 2.12460
C: -0.27650 3.10460 3.77020
C: 4.61180 -0.71360 -1.94300
C: 4.09050 0.61160 -4.24640
C: -2.07440 -3.94730 0.94680
C: 3.09300 0.56590 -3.29810
C: -2.29680 -1.54880 2.16680
C: 3.02360 2.93490 2.16400
C: 3.34660 -0.11890 -2.09860
C: -0.78650 3.64920 -2.41710
C: -0.07410 3.46100 2.43750
C: 0.51890 5.68710 3.12700
C: 2.30630 -0.17090 -1.10510
C: -1.93630 0.00950 -2.47670
C: -1.45090 1.25650 -2.86760
C: -2.98260 -2.62040 2.70160
C: -2.49850 -0.95540 -3.48580
C: -0.60590 -2.85620 -0.78740
C: -1.41250 -2.81860 0.49900
C: 1.56670 -0.84550 0.94180
C: -2.85570 -3.86250 2.09040
C: -1.00810 2.23740 -1.97060
C: 0.28510 5.33890 4.44820
C: 5.30780 -0.01970 -4.00340
C: -0.10240 4.04730 4.76820
C: -0.29690 2.50250 1.35010
H: 6.10710 -0.01020 -4.73290
H: 0.83920 6.68810 2.88080
H: 0.51970 5.00590 1.09270
H: -3.55210 -1.12760 -3.26950
H: -2.38540 -0.60310 -4.50460
H: -0.27440 3.78190 5.80160
H: 0.23780 3.93930 -2.18190
H: 2.07130 1.40390 3.08060
H: 4.02940 4.61380 1.62690
H: -1.98890 -1.91250 -3.36640
H: 2.13210 1.03670 -3.44260
H: 2.70640 2.58720 4.16390
H: 3.94250 4.35470 3.33290
H: -3.60780 -2.47090 3.56660
H: -0.96520 3.76870 -3.48090
H: -3.37900 -4.72170 2.47880
H: -0.58300 2.09890 4.01650
H: 0.40000 6.07860 5.22600
H: -1.95950 -4.85940 0.38120
H: -1.49670 1.51930 -3.91350
H: -1.44990 4.30630 -1.85440
H: 4.87130 -1.24570 -1.03950

Computed properties:
gap between HOMO and LUMO (alpha / beta) = 5.269 / 6.713 eV
E_tot = -211855.4584 eV
expectation value of S² = 0.761
multiplicity = 2

***

2.
ORCA calculation (wB97M-V/def2-TZVPD) on a cluster of 2 separate species, C5H6O2 in total at a distorted geometry.

Element x y z (Å)
O: -1.63754 1.07308 -3.84618
O: -2.21408 -1.09262 -3.42926
C: -0.61398 0.26392 -0.53285
C: 0.75225 -0.54296 -0.73968
C: -1.55800 -0.52598 0.36470
C: -0.20360 1.36858 -1.02488
C: -1.85900 -0.01033 -3.58345
H: -2.34272 0.03152 0.63308
H: 1.25434 -0.33789 -1.64818
H: -1.15411 -0.97082 1.27914
H: -1.84584 -1.33107 -0.23661
H: 1.39168 -0.40236 0.14141
H: 0.36888 -1.52846 -0.94190

Computed properties:
gap between HOMO and LUMO = 10.357 eV
E_tot = -9373.5531 eV

***

Energy relative to the best compared isomer or geometry (same formula, charge and spin) in kJ/mol, matching the order above: 110.0; 341.8